Entry from OMol25: a single C19H30N6O molecule in a non-equilibrium geometry (wB97M-V/def2-TZVPD).

Each line ends with the natural charge from an NBO analysis.
Element x y z (Å)
C 0.56983 4.14889 -0.92555  -0.62
C 1.82679 3.69597 -0.19501  -0.39
C 1.55585 2.65597 0.89222  -0.39
H 2.46220 2.53705 1.49412  0.21
H 0.76981 3.00407 1.56106  0.21
C 1.19491 1.26800 0.33365  -0.08
C 1.32582 0.25970 1.43336  0.34
N 0.48612 0.01974 2.41467  -0.32
N 1.01060 -0.96240 3.13789  -0.06
N 2.12012 -1.33935 2.66670  -0.07
N 2.37434 -0.59566 1.58294  -0.19
C 3.55558 -0.79678 0.78385  -0.27
C 3.21129 -1.38620 -0.54599  0.25
C 2.61450 -2.56504 -0.88307  -0.29
C 2.50887 -2.56176 -2.29555  -0.31
C 3.04708 -1.38370 -2.70854  0.09
O 3.47122 -0.66147 -1.65734  -0.40
H 3.18312 -0.95636 -3.68173  0.21
H 2.09043 -3.33108 -2.91039  0.23
H 2.29407 -3.33359 -0.21006  0.24
H 4.07261 0.15598 0.63546  0.23
H 4.19307 -1.47523 1.35810  0.26
N -0.09162 1.21124 -0.34192  -0.45
C -1.25757 1.46572 0.49184  -0.26
C -2.51966 1.53701 -0.38336  -0.22
N -2.71987 0.40069 -1.25438  -0.46
C -1.50486 0.10433 -1.97064  -0.21
C -0.27763 -0.03563 -1.06314  -0.24
H 0.60283 -0.22636 -1.68310  0.20
H -0.41459 -0.89274 -0.38020  0.17
H -1.63590 -0.80568 -2.55893  0.20
H -1.31754 0.93841 -2.65812  0.19
C -3.52421 -0.70857 -0.79190  -0.02
C -3.26510 -1.29799 0.61064  -0.43
H -2.42900 -1.99663 0.62026  0.21
H -3.06417 -0.50404 1.32815  0.20
C -4.59284 -1.95696 0.96142  -0.40
H -4.67509 -2.19718 2.02072  0.21
H -4.71946 -2.87634 0.38665  0.19
C -5.61324 -0.91162 0.51418  -0.41
H -5.68716 -0.13068 1.27268  0.20
H -6.60600 -1.33579 0.36976  0.21
C -5.03092 -0.33996 -0.78416  -0.41
H -5.52233 -0.77187 -1.65500  0.21
H -5.15540 0.73956 -0.84340  0.21
H -3.37386 -1.51021 -1.52320  0.19
H -3.39156 1.66148 0.25903  0.20
H -2.43536 2.42228 -1.02633  0.19
H -1.13584 2.42875 0.98711  0.20
H -1.35988 0.69416 1.26660  0.21
H 1.94161 1.02299 -0.43289  0.22
H 2.30238 4.56201 0.27258  0.20
H 2.53495 3.28131 -0.91666  0.19
H -0.12356 4.61973 -0.23243  0.20
H 0.82491 4.87167 -1.69741  0.21
H 0.07735 3.29707 -1.38394  0.23

Computed properties:
* largest force on an atom: 1.5 eV Å⁻¹
* E_HOMO: -7.78 eV
* Kohn-Sham gap: 8.4 eV

***

Entry from OMol25: 2 unconnected molecules or ions with the total composition C2H4FP in a non-equilibrium geometry (wB97M-V/def2-TZVPD).

Each line ends with the natural charge from an NBO analysis.
Element x y z (Å)
C 0.61303 -0.53458 0.36391  -0.70
C -0.83888 -0.25430 0.18443  -0.70
F 1.04807 1.61280 -0.75327  -0.60
P 2.03123 -1.01145 0.06136  0.71
H -1.10489 0.08380 -0.77114  0.25
H -1.11171 0.49845 0.87222  0.24
H -1.37292 -1.23432 0.28724  0.25
H 0.73608 0.83960 -0.24474  0.53

Computed properties:
* largest force on an atom: 2.7 eV Å⁻¹
* E_HOMO: -10.20 eV
* Kohn-Sham gap: 10.2 eV

***

Entry from OMol25: a molecular structure, C15H26BN12OTm (wB97M-V/def2-TZVPD).

Each line ends with the natural charge from an NBO analysis.
Element x y z (Å)
Tm 0.26056 -0.15303 0.24682  1.99
C -0.40179 1.61051 -4.39156  -0.43
N -0.06576 0.18971 -4.35975  -0.40
C 0.26344 -0.36633 -5.67856  -0.41
C 0.28103 -0.36868 -3.18083  0.68
N 0.46096 0.29927 -2.07848  -0.89
N 0.40822 -1.74673 -3.19083  -0.60
C 0.79138 -2.58480 -2.16052  0.66
N 0.95554 -3.86497 -2.54888  -0.78
N 0.95355 -2.17033 -0.94722  -0.86
H -0.98496 1.79847 -5.28867  0.24
H 0.48947 2.24291 -4.42362  0.21
H -1.01424 1.87743 -3.53362  0.22
H -0.55581 -0.15824 -6.36153  0.23
H 0.41426 -1.43986 -5.67273  0.20
H 1.17291 0.09160 -6.06932  0.22
H 0.40846 1.29468 -2.25051  0.40
H 0.12097 -2.20430 -4.03512  0.42
H 0.93035 -4.15113 -3.51149  0.41
H 1.17252 -4.57371 -1.87040  0.42
H 1.25577 -2.93345 -0.35147  0.39
B -1.16181 -0.77056 2.77589  0.16
N 0.18464 -1.57176 2.86800  -0.30
C 0.53960 -2.51356 3.74671  0.03
C 1.83428 -2.92731 3.46437  -0.33
C 2.21013 -2.16202 2.36823  -0.04
N 1.21557 -1.33825 2.00864  -0.47
N -2.08470 -1.34284 1.65796  -0.29
C -3.21476 -2.04586 1.75769  0.04
C -3.75287 -2.21014 0.48850  -0.33
C -2.86878 -1.55147 -0.35247  0.00
N -1.86491 -1.02086 0.35278  -0.46
H -1.72192 -0.80718 3.83350  0.02
H -0.87684 0.36874 2.42772  -0.05
H -0.14390 -2.83001 4.52056  0.25
H 2.41828 -3.66874 3.98567  0.26
H 3.14239 -2.16180 1.82303  0.23
H -3.57487 -2.37594 2.72033  0.24
H -4.66317 -2.72009 0.22140  0.26
H -2.91160 -1.42550 -1.42357  0.22
C -0.95630 4.63377 0.55964  -0.40
N -0.01844 3.83284 1.36799  -0.37
C 0.56769 4.32738 2.49964  0.13
C 1.39029 3.58087 3.26114  -0.34
C 1.63828 2.24602 2.83730  0.50
N 1.10798 1.79053 1.69838  -0.63
C 0.26055 2.55378 0.99775  0.78
O -0.29412 2.03096 -0.01495  -0.74
N 2.39590 1.41280 3.53962  -0.72
H -1.12842 5.57613 1.07041  0.23
H -1.89562 4.10020 0.45094  0.24
H -0.53334 4.82481 -0.42337  0.23
H 0.31789 5.34899 2.75215  0.25
H 1.82789 3.97952 4.16399  0.26
H 2.81189 1.69414 4.41060  0.42
H 2.48625 0.45340 3.24213  0.43

Computed properties:
* largest force on an atom: 0.6 eV Å⁻¹
* E_HOMO (alpha / beta): -14.44 / -14.44 eV
* Kohn-Sham gap (alpha / beta): 9.3 / 9.4 eV
* total charge: +2
* multiplicity: 3

***

Entry from OMol25: 2 unconnected molecules or ions with the total composition C4H6O (wB97M-V/def2-TZVPD).

Each line ends with the natural charge from an NBO analysis.
Element x y z (Å)
C -0.24511 1.86049 0.07393  0.31
O 0.90616 1.61429 -0.51809  -0.42
C 1.14069 0.21073 -0.35728  -0.18
C -0.06037 -0.21550 0.44475  -0.14
C -0.94070 0.80912 0.71901  -0.43
H -0.51530 2.90849 -0.01721  0.19
H -1.60843 -3.21242 -0.25839  -0.01
H 2.10000 0.12049 0.16471  0.23
H 1.22502 -0.18282 -1.37797  0.23
H -0.19097 -1.23625 0.80760  0.21
H -1.84761 -2.75133 0.26268  0.01

Computed properties:
* largest force on an atom: 0.4 eV Å⁻¹
* E_HOMO: -8.04 eV
* Kohn-Sham gap: 7.6 eV

***

Entry from OMol25: a single C4H6N2O2 molecule in a non-equilibrium geometry (wB97M-V/def2-TZVPD).

Each line ends with the natural charge from an NBO analysis.
Element x y z (Å)
C 0.21765 -1.23921 0.16672  0.06
C 1.64482 -1.26592 0.24635  0.03
C -1.77763 -0.08363 -0.10677  0.75
C 2.22175 0.94960 -0.48339  0.02
N -0.43677 -0.17951 -0.16258  -0.58
N -2.42146 1.13068 0.18902  -0.85
O -2.56497 -0.95928 -0.38115  -0.64
O 2.44654 -0.25766 -0.06309  -0.33
H -0.41618 -2.05844 0.42390  0.20
H 2.10153 -2.07882 0.57058  0.18
H 1.24733 1.28774 -0.51344  0.20
H 3.12759 1.65355 -0.56256  0.17
H -1.97419 1.87978 0.70070  0.38
H -3.41600 1.22111 -0.02429  0.41

Computed properties:
* largest force on an atom: 5.0 eV Å⁻¹
* E_HOMO (alpha / beta): -8.31 / -8.35 eV
* Kohn-Sham gap (alpha / beta): 7.3 / 8.0 eV

***

Entry from OMol25: 7 unconnected molecules or ions with the total composition C28H42O21 in a non-equilibrium geometry (wB97M-V/def2-TZVPD).

Each line ends with the Löwdin charge.
Element x y z (Å)
C -12.97445 8.40721 3.52977  0.02
C -12.73483 8.10646 5.04495  -0.27
C -11.39115 8.60300 5.71363  -0.10
O -11.77616 9.14627 6.93096  0.06
C -13.12860 9.12890 7.05378  -0.47
O -13.84625 9.51821 7.99572  0.09
O -13.70157 8.62797 5.92764  0.06
H -12.22180 7.99937 2.85503  0.08
H -12.76057 9.46148 3.35405  0.07
H -13.97322 8.05874 3.26682  0.09
H -12.90115 7.04556 5.23181  0.15
H -10.80161 9.26316 5.07745  0.11
H -10.81394 7.69342 5.87975  0.12
C -8.00404 7.31563 4.79123  -0.07
C -8.19105 7.15797 3.28845  -0.34
C -7.33925 6.09109 2.60688  -0.21
O -8.19934 5.02624 2.34673  0.07
C -9.44955 5.40791 2.42660  -0.54
O -10.39729 4.65573 2.10755  0.08
O -9.50908 6.58277 3.12439  0.05
H -8.64007 8.13813 5.11842  0.06
H -6.95962 7.54198 5.00580  0.06
H -8.25169 6.36076 5.25492  0.08
H -7.88574 8.05619 2.75171  0.10
H -6.41252 5.73673 3.05819  0.11
H -7.05966 6.48222 1.62864  0.10
C -9.58021 9.87156 1.54110  -0.05
C -10.34525 11.01031 0.95080  -0.38
C -10.46266 11.13730 -0.52058  -0.11
O -11.78265 11.54714 -0.69304  0.12
C -12.49961 10.98859 0.21217  -0.58
O -13.69865 10.95652 0.26016  0.16
O -11.65532 10.70067 1.24615  0.06
H -8.54511 10.04994 1.24980  0.07
H -10.05355 8.93016 1.26215  0.10
H -9.50234 9.90840 2.62769  0.05
H -10.03704 11.95438 1.40006  0.16
H -10.21910 10.19757 -1.01623  0.14
H -9.82194 11.92105 -0.92471  0.14
C -10.13149 11.98938 4.65048  0.00
C -9.56442 13.36602 5.25001  -0.26
C -8.47851 13.08611 6.41571  -0.08
O -7.46035 13.94458 6.05875  0.08
C -7.61755 14.47968 4.88449  -0.60
O -6.70688 15.03286 4.27278  0.11
O -8.77314 14.09459 4.39254  0.11
H -10.98815 12.33626 4.07263  0.07
H -10.59133 11.37233 5.42242  0.05
H -9.41111 11.34024 4.15271  0.06
H -10.48648 13.79171 5.64587  0.13
H -8.22117 12.02749 6.45040  0.12
H -8.88673 13.46255 7.35366  0.12
C -12.03206 13.03146 8.11230  0.00
C -12.04418 11.98819 9.20003  -0.34
C -10.71962 11.44943 9.77123  -0.08
O -10.71586 11.76927 11.15651  0.08
C -11.77865 12.55132 11.40243  -0.52
O -11.92626 13.25289 12.36160  0.14
O -12.65590 12.55971 10.31931  0.06
H -11.36751 13.84042 8.41569  0.09
H -13.02684 13.47141 8.18274  0.10
H -11.71257 12.57145 7.17720  0.07
H -12.68075 11.17933 8.84138  0.11
H -9.79763 11.89095 9.39295  0.12
H -10.70189 10.37576 9.58406  0.12
C -17.32719 12.11748 5.92417  -0.02
C -16.06995 11.40734 5.48305  -0.35
C -16.19538 10.56771 4.24866  -0.10
O -15.33700 11.14730 3.30430  0.10
C -14.63792 12.11882 3.82806  -0.55
O -13.77263 12.71529 3.22494  0.14
O -15.17194 12.40013 5.05147  0.08
H -17.36104 12.63437 6.88322  0.09
H -18.04966 11.33090 6.14196  0.09
H -17.61069 12.77841 5.10508  0.10
H -15.73933 10.78702 6.31611  0.14
H -17.20586 10.69978 3.86189  0.14
H -16.04295 9.54804 4.60242  0.13
C -4.45220 8.92030 7.73548  -0.08
C -5.82635 8.76252 8.44255  -0.36
C -6.22223 9.47817 9.72735  -0.11
O -7.63380 9.53892 9.54310  0.04
C -7.93341 9.44782 8.19649  -0.46
O -8.99237 9.75882 7.67570  0.10
O -6.75158 9.20932 7.46220  0.01
H -4.17862 9.94362 7.47844  0.08
H -4.50280 8.42221 6.76726  0.05
H -3.71496 8.46279 8.39523  0.07
H -6.10501 7.71182 8.52308  0.14
H -5.82699 10.47835 9.90491  0.14
H -5.92409 8.78845 10.51697  0.13

Computed properties:
* largest force on an atom: 4.9 eV Å⁻¹
* E_HOMO (alpha / beta): 0.08 / -8.69 eV
* Kohn-Sham gap (alpha / beta): 2.1 / 10.9 eV
* total charge: -1
* multiplicity: 2

***

Entry from OMol25: a molecular structure, C21H47O2P3Zr in a non-equilibrium geometry (wB97M-V/def2-TZVPD).

Each line ends with the Löwdin charge.
Element x y z (Å)
Zr 0.11366 -0.20156 -0.00314  1.36
P 1.82222 0.28941 -2.06327  0.76
P -1.75893 0.97500 -1.42462  0.73
P -0.41959 -1.31305 2.38894  0.74
H -3.74055 1.93800 2.81897  0.11
C -2.92798 2.67630 2.73448  -0.02
C -3.11377 3.77664 1.87502  0.25
H -4.03530 3.88619 1.29961  0.13
C 1.38667 -0.43536 -3.68010  -0.21
C 2.53892 1.90245 -2.51233  -0.22
C 3.29459 -0.71018 -1.64720  -0.21
C -3.40319 1.31453 -0.71708  -0.23
C -1.33428 2.61851 -2.12624  -0.22
C -2.16162 0.03749 -2.94116  -0.20
C -1.94629 -1.03965 3.33795  -0.23
C 0.89078 -1.00735 3.62307  -0.23
C -0.34228 -3.12990 2.23116  -0.22
H -2.34710 2.81391 3.65792  0.12
H -2.39752 4.59994 1.84923  0.13
H 2.31566 -0.58952 -4.24498  0.08
H 0.72434 0.23766 -4.23721  0.05
H 0.88441 -1.40283 -3.55282  0.05
H 3.46088 1.73993 -3.09065  0.09
H 2.77559 2.48080 -1.60962  0.02
H 1.82943 2.47737 -3.12310  0.05
H 3.96228 -0.73588 -2.52031  0.09
H 3.00305 -1.73872 -1.39287  0.04
H 3.83514 -0.28235 -0.79250  0.04
H -4.06961 1.69152 -1.50556  0.09
H -3.34416 2.05004 0.09613  -0.01
H -3.82337 0.38720 -0.30857  0.07
H -2.19232 3.00648 -2.69331  0.09
H -0.46508 2.54367 -2.79283  0.04
H -1.09251 3.32586 -1.32237  0.05
H -3.15090 0.35288 -3.29994  0.09
H -2.18795 -1.03889 -2.72861  0.04
H -1.41805 0.21301 -3.72867  0.05
H -1.79649 -1.31782 4.39210  0.09
H -2.75531 -1.64479 2.90660  0.07
H -2.22370 0.02059 3.27424  0.00
H 0.80282 -1.75323 4.42639  0.09
H 0.79895 0.00230 4.04513  0.04
H 1.87986 -1.10120 3.15269  0.05
H -0.30990 -3.58816 3.23014  0.09
H 0.55294 -3.42813 1.66771  0.07
H -1.22700 -3.48501 1.68661  0.06
C -0.11299 -3.06239 -1.31035  -0.36
C 0.86092 -3.93554 -1.82231  0.00
C 0.45206 -5.18681 -2.28048  -0.02
C -0.89756 -5.55351 -2.25697  -0.01
C -1.86290 -4.66518 -1.77720  -0.03
C -1.48142 -3.40472 -1.31409  -0.04
O 0.27060 -1.87041 -0.76620  -0.40
H -1.87663 1.79661 1.87073  0.28
H 1.89915 -3.60343 -1.84217  0.11
H 1.20114 -5.87855 -2.66818  0.14
H -1.20057 -6.53854 -2.61648  0.14
H -2.91913 -4.94512 -1.75589  0.13
H -2.21106 -2.67940 -0.93098  0.11
C 3.68790 2.33979 1.23631  -0.02
C 2.94696 1.07634 1.59653  -0.19
O 1.62739 1.03760 0.98463  -0.42
C 0.82911 2.25299 1.11663  -0.26
C 0.74751 2.71330 2.56498  -0.03
H 3.71561 2.50922 0.15278  0.08
H 4.72057 2.24571 1.59050  0.13
H 3.25680 3.21818 1.72844  0.09
H 3.45793 0.17811 1.23615  0.13
H 2.80333 0.96777 2.67737  0.13
H 1.26606 3.01377 0.45757  0.14
H -0.20289 2.04606 0.72656  0.03
H 1.66892 3.21665 2.87148  0.10
H -0.08144 3.42079 2.65193  0.08
H 0.54719 1.87668 3.24367  0.08

Computed properties:
* largest force on an atom: 4.0 eV Å⁻¹
* E_HOMO (alpha / beta): -18.99 / -18.99 eV
* Kohn-Sham gap (alpha / beta): 3.3 / 3.3 eV
* total charge: +4